# 1
14 unconnected molecules or ions with the total composition C4H35NO14S in a non-equilibrium geometry. Source: OMol25; level of theory: ωB97M-V/def2-TZVPD.

Results
Energy relative to the best compared isomer or geometry (same formula, charge and spin), kJ/mol: 282.4
LUMO level, eV: -0.03
Orbital gap, eV: 9.5
Net charge: 0

Each line ends with the Mulliken charge.
Element x y z (Å)
O -0.9777 -1.2714 0.5406  -0.89
C -0.2416 -0.3284 0.7137  0.43
N 0.9098 -0.2024 0.0589  0.37
C 1.2502 -1.1516 -1.0624  0.31
C 1.6921 -0.2091 -2.2532  -0.40
S 1.9365 -1.0153 -3.8206  -0.23
C -0.6476 0.8908 1.5352  0.00
H 1.5521 0.5951 0.1922  0.06
H 1.8685 -1.9067 -0.5266  0.02
H 0.4044 -1.7801 -1.3147  -0.21
H 2.5881 0.4356 -1.9258  0.30
H 1.0112 0.6920 -2.2866  0.07
H 0.6776 -0.9376 -4.3056  0.12
H -1.3597 0.7257 2.3484  0.21
H 0.1922 1.4661 2.0987  -0.17
H -1.0964 1.6162 0.6394  0.39
H 2.3831 1.1662 1.9733  0.25
H 1.9517 2.3927 2.8582  0.30
O 2.1370 1.9918 1.9958  -0.60
H -1.4920 3.8619 0.9874  0.26
H -0.0718 3.8935 0.9279  0.22
O -0.7672 3.5198 0.4305  -0.50
H -3.8081 2.2927 0.2308  0.33
H -3.8392 2.7938 1.6261  0.36
O -3.5700 3.1067 0.7628  -0.65
H -3.0373 -0.1802 2.1513  0.33
H -4.3144 0.6651 1.7033  0.32
O -3.6048 0.6034 2.3938  -0.65
H -0.7519 -3.3862 -2.0654  0.35
H -1.9184 -3.1240 -1.0661  0.34
O -1.4743 -3.9038 -1.5888  -0.65
H -0.0266 -4.2239 0.3493  0.31
H -0.3449 -2.7460 0.7726  0.24
O 0.1606 -3.5596 0.9772  -0.64
H 1.9893 2.8529 0.2747  0.23
H 3.1697 2.9727 -0.5667  0.29
O 2.2874 2.6360 -0.5604  -0.53
H 2.7519 -3.9040 0.2350  0.20
H 1.6988 -3.4151 1.3524  0.48
O 2.5511 -3.6160 1.0402  -0.74
H -2.7885 -0.0698 0.0712  0.23
H -3.1873 0.1856 -1.5548  0.40
O -3.4981 0.3240 -0.5529  -0.73
H -1.2613 1.1441 -2.2017  0.29
H -1.9756 0.8705 -3.5222  0.32
O -1.8027 0.4324 -2.6262  -0.63
H 2.7936 0.6030 3.9907  0.32
H 1.9222 -0.4903 3.3580  0.46
O 1.8083 0.3490 3.8620  -0.72
H 2.7087 -2.5042 2.8582  0.34
H 3.0400 -1.7462 1.6664  0.32
O 2.9900 -1.5722 2.5581  -0.73
H -1.5238 3.6306 -1.5640  0.35
H -2.4878 2.4170 -1.1081  0.23
O -2.1259 2.9091 -1.9254  -0.68

Cartesian forces, eV/Å:
-2.05 -1.57 -0.20
1.10 3.14 1.37
0.83 -0.61 -1.14
0.29 1.25 1.11
0.52 1.40 2.15
0.07 -0.06 -0.43
0.26 2.01 -0.90
-0.96 -0.53 -0.22
0.80 0.62 -1.38
-0.57 0.62 -0.17
-0.60 -1.59 -0.70
0.00 -1.44 -0.26
0.19 0.04 0.32
-0.11 -0.33 -0.72
-1.38 -1.30 -1.78
1.01 -1.86 2.89
1.86 -6.75 1.03
0.31 -1.30 -0.27
-1.57 9.00 -0.90
-0.59 -0.60 -0.76
2.02 0.48 0.48
-1.32 0.99 0.04
0.43 1.08 0.42
0.14 0.11 0.64
-0.62 -1.18 -0.94
-1.16 1.14 0.27
1.02 -0.56 0.81
-0.35 -0.92 -0.89
-1.36 -1.15 0.69
1.07 -2.20 -1.36
0.30 3.38 0.64
-0.60 -1.01 -1.21
-0.17 -0.34 -0.15
-0.52 1.14 1.62
-1.09 0.45 3.00
0.97 0.28 -0.22
0.24 -0.86 -3.15
0.13 -1.86 -4.99
-2.64 -0.40 -0.97
3.70 1.59 5.38
-1.39 0.69 -2.03
-0.23 0.32 3.03
1.65 -0.75 -0.80
-0.83 -0.50 -0.29
0.18 -0.95 1.83
0.61 0.91 -2.04
-2.48 -0.78 -0.03
-0.01 0.43 0.33
2.36 0.14 0.75
0.93 2.10 -0.32
0.37 -0.57 -3.50
-0.88 -1.62 3.98
-1.27 -1.47 -0.27
0.93 1.41 -1.79
0.45 0.35 1.98

***

# 2
A molecular structure, C30H45NO3P2RuS in a non-equilibrium geometry. Source: OMol25; level of theory: ωB97M-V/def2-TZVPD.

Results
Energy relative to the best compared isomer or geometry (same formula, charge and spin), kJ/mol: 0.0
LUMO level (spin up / spin down), eV: -6.34 / -8.39
Multiplicity: 5
Orbital gap (spin up / spin down), eV: 6.8 / 5.5
Net charge: +2
Expectation value of S²: 6.041

Each line ends with the Mulliken charge.
Element x y z (Å)
Ru 1.7482 -0.3822 -1.4406  0.29
C -0.1862 -0.5481 0.3484  0.75
C 0.2136 -1.5112 -0.6831  0.02
C 1.7790 -1.4868 1.0811  0.49
C 0.7800 -0.5455 1.3779  1.03
C 1.5255 -2.0626 -0.2042  1.81
C -1.5302 0.0627 0.4930  -1.86
H -2.1583 -0.0849 -0.3967  0.29
H -1.4125 1.1504 0.6317  0.37
H -2.0912 -0.3199 1.3716  0.28
C 0.7104 0.2080 2.6529  -1.63
H -0.0355 1.0096 2.6186  0.39
H 1.6904 0.6715 2.8394  0.13
H 0.4953 -0.4374 3.5193  0.32
C 2.9059 -1.8489 1.9603  -1.85
H 2.5374 -2.6728 2.5999  0.44
H 3.2391 -1.0168 2.6081  0.39
H 3.7616 -2.2243 1.3819  0.39
C 2.2443 -3.2392 -0.7711  -1.35
H 2.7613 -3.8081 0.0049  0.53
H 2.9911 -2.8611 -1.4845  0.23
H 1.5126 -3.8872 -1.2734  0.25
C -0.7575 -2.2063 -1.5759  -1.69
H -1.3331 -2.8855 -0.9400  0.30
H -0.2578 -2.8033 -2.3447  0.79
H -1.4577 -1.4874 -2.0518  0.16
C -4.0218 3.4940 -1.7415  -0.41
C -4.7646 2.4665 -2.1712  -0.35
C -4.7754 1.9807 -3.5839  -0.54
C -4.1037 0.5754 -3.7217  -1.02
C -2.5887 0.7363 -3.7930  -0.25
C -1.9753 1.9745 -3.9790  0.65
C -1.8977 3.0119 -2.8752  0.23
C -3.0066 4.0578 -2.6849  -1.34
H -4.2217 2.6646 -4.2622  0.17
H -4.5279 0.0670 -4.6085  0.39
H -5.8040 1.9862 -4.0268  0.48
H -3.4866 4.2581 -3.6500  0.43
H -3.9833 3.8196 -0.6987  0.41
H -5.4782 1.9877 -1.5075  0.44
H -2.5598 4.9895 -2.3386  0.41
H -1.7681 2.4517 -1.9309  -0.11
H -0.7194 1.6430 -4.0095  -1.04
H -0.9333 3.5187 -3.0168  0.56
H -4.4443 -0.0718 -2.8809  0.35
H -2.0366 -0.1796 -4.0770  0.51
P 0.7381 1.1497 -4.8163  0.79
C 0.8685 2.8250 -5.6076  -1.38
C 0.0128 0.3365 -6.3352  -1.33
P 2.6511 -0.7482 -3.2640  0.80
C 2.4188 0.5716 -4.5420  -1.00
C 1.7075 -2.1788 -3.9160  -1.07
C 4.3841 -1.2145 -3.6753  -1.42
H 1.6087 3.4322 -5.0689  0.38
H -0.1167 3.3142 -5.5404  0.36
H 1.1439 2.7358 -6.6695  0.50
H 0.4237 0.8161 -7.2353  0.48
H -1.0835 0.4836 -6.3497  0.36
H 0.2335 -0.7400 -6.3519  0.37
H 4.5706 -1.2790 -4.7677  0.47
H 4.5777 -2.1930 -3.2207  0.41
H 5.0575 -0.4684 -3.2369  0.45
H 2.9822 1.4520 -4.1697  0.55
H 2.8326 0.2459 -5.5182  0.61
H 2.1782 -3.0735 -3.4918  0.44
H 1.6944 -2.2366 -5.0139  0.49
H 0.6840 -2.1011 -3.5408  -0.08
O 5.2025 -0.1552 -0.3071  -0.64
C 4.3569 0.7092 -0.0242  0.19
N 3.1556 0.8757 -0.7636  0.07
S 2.2979 2.3225 -0.4728  1.12
O 0.9528 2.1103 0.0405  -0.33
O 2.4512 3.1978 -1.6053  -0.78
C 3.3144 2.5703 0.9245  0.38
C 2.8580 3.3977 1.9449  -0.70
C 3.5265 3.3695 3.1694  -0.65
C 4.6340 2.5201 3.3456  -0.46
C 5.0951 1.7069 2.3051  -0.72
C 4.3572 1.6777 1.1048  0.15
H 2.0002 4.0173 1.6951  0.52
H 3.1582 4.0367 3.9483  0.44
H 5.1319 2.5256 4.3090  0.44
H 6.0005 1.1049 2.3818  0.52

Cartesian forces, eV/Å:
-0.27 2.54 4.44
0.07 -0.80 0.84
0.71 -0.84 0.79
0.41 0.28 -0.76
-0.86 0.00 -0.56
-1.57 -0.74 -0.16
-0.37 0.80 -0.30
0.17 0.00 0.25
-0.16 -0.28 0.02
0.47 0.06 -0.44
0.21 0.57 0.20
0.16 -0.23 0.01
-0.23 -0.01 0.10
0.02 0.06 -0.35
0.37 -0.19 0.23
0.35 0.26 0.00
-0.22 -0.43 -0.30
-0.20 0.12 0.26
-0.06 -0.30 -0.16
-0.11 -0.01 -0.14
-0.02 -0.70 0.26
0.46 -0.02 0.01
-0.45 0.00 -0.03
-0.21 -0.06 -0.24
-0.38 0.02 0.40
0.39 -0.49 0.22
0.02 -0.76 -0.15
-0.48 0.76 0.48
-0.15 -0.19 -1.09
-0.60 0.68 0.47
-0.68 1.00 -2.29
0.64 -3.56 2.88
1.17 0.80 0.23
-0.17 0.18 -0.44
-0.37 -0.41 0.43
0.70 0.11 0.13
0.66 -0.32 0.67
0.27 0.28 0.21
-0.32 -0.13 -0.33
0.10 -0.01 0.09
-0.06 -0.10 0.08
-0.12 0.30 -0.39
-0.79 0.10 -0.46
-0.21 0.21 -0.08
0.54 0.31 -0.32
-0.14 0.44 0.23
-1.11 1.38 -2.58
0.25 0.09 0.75
-0.09 -0.60 0.64
1.73 -1.65 -5.21
0.64 0.20 0.42
0.01 0.12 -0.23
0.01 0.18 0.52
-0.24 -0.02 -0.20
0.35 -0.20 -0.03
0.04 -0.04 0.49
0.02 -0.21 0.41
0.54 -0.05 0.13
-0.18 0.29 -0.06
-0.44 0.07 0.62
0.14 0.23 -0.03
-0.01 -0.26 -0.04
-0.16 -0.33 -0.26
-0.11 0.14 0.47
-0.25 0.11 -0.25
0.16 0.01 0.30
0.26 -0.08 -0.44
-2.18 1.85 0.73
1.55 -1.83 -0.95
-0.83 0.90 -0.92
1.38 -0.70 0.77
0.63 -0.12 -0.87
-0.10 -0.37 0.34
-0.55 1.14 1.65
0.53 0.04 -0.46
-0.25 0.02 -0.45
-0.16 0.36 -0.31
-0.31 -0.10 -0.58
-0.11 0.43 0.02
0.12 0.12 0.60
0.31 -0.35 0.03
0.10 -0.06 -0.17
-0.38 -0.02 0.20

***

no.,molecular weight (g/mol)
1,353.4
2,662.8